Record 1
Computed, not measured: C21H30F5GeIN2O3PdSe as an isolated structure, with ωB97M-V/def2-TZVPD.

Last column: natural (NBO) charge in e.
Geometry (Å):
Pd1 0.373 0.146 -0.294  1.19
C1 0.494 2.648 1.667  -0.62
C2 0.273 1.445 2.576  0.26
C3 -0.837 1.730 3.578  -0.64
C4 1.555 1.062 3.302  -0.62
O1 -0.120 0.291 1.776  -0.93
Ge1 -1.981 -0.140 1.274  1.45
O2 -1.058 -1.427 0.088  -0.94
C5 -0.814 -2.815 0.464  0.28
C6 -1.300 -3.684 -0.684  -0.63
C7 0.676 -2.987 0.703  -0.65
C8 -1.587 -3.145 1.737  -0.65
O3 -1.551 1.053 -0.191  -0.98
C9 -2.486 1.521 -1.203  0.27
C10 -3.886 1.525 -0.607  -0.64
C11 -2.051 2.930 -1.576  -0.62
C12 -2.420 0.594 -2.408  -0.63
H1 0.843 3.505 2.243  0.25
H2 1.268 2.426 0.915  0.15
H3 -0.419 2.922 1.144  0.24
H4 -0.530 2.521 4.263  0.25
H5 -1.748 2.068 3.079  0.22
H6 -1.065 0.841 4.168  0.23
H7 1.887 1.877 3.946  0.24
H8 1.394 0.179 3.920  0.23
H9 2.351 0.848 2.585  0.16
H10 -0.742 -3.483 -1.601  0.19
H11 -1.171 -4.739 -0.442  0.24
H12 -2.359 -3.506 -0.872  0.23
H13 1.236 -2.753 -0.211  0.18
H14 0.988 -2.329 1.518  0.21
H15 0.906 -4.018 0.977  0.25
H16 -2.657 -2.984 1.600  0.24
H17 -1.444 -4.195 1.994  0.25
H18 -1.240 -2.548 2.584  0.22
H19 -3.917 2.114 0.311  0.23
H20 -4.588 1.971 -1.311  0.25
H21 -4.236 0.513 -0.390  0.22
H22 -2.105 3.589 -0.710  0.23
H23 -1.022 2.929 -1.948  0.19
H24 -2.696 3.340 -2.353  0.24
H25 -2.617 -0.440 -2.115  0.23
H26 -3.154 0.894 -3.157  0.24
H27 -1.423 0.663 -2.849  0.16
F1 -0.934 0.548 -8.600  -0.21
C13 -0.597 0.156 -7.408  0.28
C14 -0.655 -1.184 -7.049  0.43
F2 -1.045 -2.080 -7.882  -0.18
C15 -0.274 -1.610 -5.718  0.51
F3 -0.368 -2.876 -5.493  -0.20
C16 0.156 -0.722 -4.729  -0.49
Se1 0.613 -1.334 -3.012  0.36
C17 0.202 0.610 -5.126  0.56
F4 0.597 1.541 -4.314  -0.23
C18 -0.166 1.058 -6.450  0.40
F5 -0.080 2.318 -6.706  -0.19
I1 6.132 -1.364 2.175  0.89
C19 4.704 -0.465 1.132  -0.37
C20 4.723 0.856 0.636  0.09
N1 3.569 1.029 0.029  -0.29
N2 2.754 -0.077 0.077  -0.32
C21 3.431 -0.982 0.733  0.04
H28 5.477 1.626 0.698  0.29
H29 3.253 1.871 -0.434  0.45
H30 3.019 -1.958 0.930  0.27

Spin multiplicity: 6
Max |F| in eV/A: 0.1
E_tot in eV: -178384.25959
Relative energy (zero: lowest compared OMol25 entry of this formula, charge and spin) in kcal/mol: 0.0
Highest occupied orbital energy (alpha / beta) in eV: -16.366 / -16.207
Expectation value of S²: 8.79
Charge: +3



Record 2
Computed, not measured: a 5-piece molecular cluster, C21H30FN6O6 overall in a non-equilibrium geometry, with ωB97M-V/def2-TZVPD.

Last column: natural (NBO) charge in e.
Geometry (Å):
C1 2.123 -3.288 0.711  -0.72
C2 2.037 -1.698 1.096  0.71
O1 3.055 -1.247 1.884  -0.57
N1 1.048 -0.674 0.635  -0.62
C3 1.608 0.709 0.489  0.78
C4 1.992 1.781 1.664  -0.72
O2 1.779 1.152 -0.789  -0.62
C5 -0.319 -0.760 1.241  0.23
C6 -1.070 -2.141 0.676  -0.48
C7 -1.139 -2.329 -0.927  0.02
F1 0.134 -2.341 -1.671  -0.41
C8 -0.068 -1.131 2.858  0.69
O3 -0.762 -2.113 3.498  -0.72
O4 0.842 -0.367 3.748  -0.80
N2 -1.212 0.403 1.146  -0.52
C9 -1.663 0.872 -0.188  -0.32
C10 -3.279 0.604 -0.414  0.40
O5 -3.881 -0.573 -0.197  -0.56
C11 -1.615 1.178 2.304  -0.22
C12 -3.029 0.448 3.103  0.08
C13 -3.971 1.570 4.036  -0.27
O6 -2.983 0.416 4.666  -0.56
H1 2.051 -3.510 -0.458  0.26
H2 3.204 -3.696 1.015  0.26
H3 1.370 -3.978 1.329  0.25
H4 1.198 1.904 2.514  0.27
H5 2.105 2.856 1.156  0.21
H6 3.085 1.532 2.070  0.27
H7 -0.624 -3.128 1.125  0.25
H8 -2.181 -2.067 1.108  0.28
H9 -1.639 -3.396 -1.128  0.17
H10 -1.856 -1.569 -1.505  0.19
H11 -1.517 2.056 -0.239  0.21
H12 -1.003 0.454 -1.089  0.30
H13 -3.980 1.504 -0.739  0.14
H14 -0.872 1.488 3.131  0.28
H15 -2.142 2.186 1.937  0.20
H16 -3.648 -0.451 2.482  0.24
H17 -4.828 1.105 4.721  0.23
H18 -3.477 2.598 4.312  0.21
C14 3.860 -0.415 -2.713  -0.74
C15 4.202 -1.716 -2.116  0.31
N3 4.473 -2.745 -1.644  -0.35
H19 2.844 -0.103 -2.448  0.30
H20 4.538 0.376 -2.377  0.25
H21 3.914 -0.444 -3.806  0.23
C16 0.677 -1.072 -5.448  -0.73
C17 -0.254 -0.566 -4.425  0.31
N4 -0.989 -0.167 -3.617  -0.35
H22 1.638 -1.364 -5.012  0.28
H23 0.274 -1.951 -5.962  0.25
H24 0.885 -0.317 -6.214  0.24
C18 5.167 -0.697 -7.259  -0.72
C19 4.266 -1.652 -6.591  0.29
N5 3.554 -2.406 -6.064  -0.33
H25 4.647 0.227 -7.530  0.25
H26 6.009 -0.419 -6.616  0.26
H27 5.588 -1.115 -8.180  0.25
C20 -5.469 5.010 6.315  -0.72
C21 -4.125 5.074 5.716  0.29
N6 -3.063 5.124 5.244  -0.32
H28 -5.528 4.244 7.095  0.26
H29 -5.752 5.963 6.774  0.25
H30 -6.233 4.771 5.568  0.25

Max |F| in eV/A: 8.3
E_tot in eV: -46192.98556
Highest occupied orbital energy in eV: -4.178
Charge: -1



Record 3
Computed, not measured: C21H30N3O2 as an isolated structure in a non-equilibrium geometry, with ωB97M-V/def2-TZVPD.

Last column: natural (NBO) charge in e.
Geometry (Å):
C1 4.089 -2.589 1.010  -0.58
C2 3.436 -2.916 2.216  -0.46
H1 4.133 -3.543 2.740  0.23
H2 3.228 -2.072 2.832  0.21
C3 2.436 -3.725 2.050  -0.36
C4 1.197 -3.098 1.518  -0.19
C5 0.893 -3.207 0.272  -0.03
C6 0.030 -2.464 -0.641  -0.40
C7 -0.741 -1.626 0.153  0.30
C8 -0.600 -1.431 1.574  -0.29
C9 0.346 -2.433 2.082  -0.05
H3 0.662 -2.287 3.152  0.19
H4 -1.082 -0.659 2.183  0.25
O1 -1.892 -0.817 -0.327  -0.54
C10 -2.228 -0.951 -1.653  -0.15
C11 -1.582 -0.265 -2.556  0.02
O2 -0.304 0.400 -2.090  -0.71
H5 0.205 -0.451 -1.719  0.56
H6 -1.404 -0.915 -3.675  0.24
C12 -2.391 0.922 -3.231  -0.21
N1 -2.221 2.220 -2.599  -0.46
C13 -3.194 2.245 -1.291  -0.17
C14 -2.394 2.063 -0.112  -0.27
N2 -0.988 2.054 -0.301  -0.46
H7 -0.549 1.241 -1.310  0.54
C15 -0.026 2.001 0.652  0.28
N3 0.959 1.146 0.591  -0.45
C16 1.732 0.632 1.297  0.16
C17 1.790 1.349 2.776  -0.22
C18 0.835 2.443 2.917  -0.19
C19 -0.038 2.644 1.772  -0.20
H8 -0.632 3.517 1.968  0.21
H9 0.846 2.943 3.767  0.21
H10 2.618 1.219 3.465  0.22
H11 2.519 -0.043 1.256  0.19
C20 -0.669 3.214 -1.357  -0.26
C21 -1.077 3.171 -2.761  -0.26
H12 -1.718 4.040 -2.862  0.25
H13 -0.467 2.670 -3.329  0.23
H14 -0.985 4.051 -0.711  0.22
H15 0.395 3.509 -1.215  0.24
H16 -2.649 2.753 0.829  0.21
H17 -2.508 1.151 0.442  0.25
H18 -3.414 3.523 -1.270  0.20
H19 -3.895 1.671 -1.463  0.18
H20 -1.914 1.360 -4.313  0.21
H21 -3.379 0.811 -3.419  0.21
H22 -3.419 -0.426 -1.509  0.20
H23 -2.338 -2.081 -1.942  0.22
H24 -0.222 -2.725 -1.565  0.23
H25 1.511 -3.900 -0.632  0.20
H26 2.561 -4.756 1.360  0.21
H27 1.877 -4.184 2.827  0.23
H28 3.399 -1.979 0.424  0.18
H29 4.909 -1.862 1.233  0.22
H30 4.314 -3.562 0.493  0.22

Max |F| in eV/A: 16.1
E_tot in eV: -30804.31826
Relative energy (zero: lowest compared OMol25 entry of this formula, charge and spin) in kcal/mol: 438.2
Highest occupied orbital energy in eV: -11.439
Charge: +1



Record 4
Computed, not measured: the molecule C21H30N4O, with ωB97M-V/def2-TZVPD.

Last column: natural (NBO) charge in e.
Geometry (Å):
C1 -4.099 -1.794 0.026  -0.60
H1 -3.877 -1.653 1.082  0.20
H2 -3.922 -0.857 -0.497  0.21
H3 -5.151 -2.054 -0.073  0.21
C2 -3.218 -2.897 -0.566  -0.22
C3 -1.758 -2.532 -0.443  -0.08
C4 -1.101 -2.530 0.781  -0.21
C5 0.241 -2.216 0.883  -0.24
C6 0.981 -1.884 -0.253  0.16
C7 0.311 -1.852 -1.481  -0.27
C8 -1.025 -2.175 -1.569  -0.13
H4 -1.511 -2.150 -2.534  0.20
H5 0.860 -1.577 -2.371  0.21
N1 2.339 -1.645 -0.239  -0.61
H6 2.675 -1.203 -1.082  0.38
C9 3.098 -1.308 0.939  -0.05
H7 2.885 -2.058 1.710  0.20
C10 2.735 0.093 1.489  -0.23
N2 3.076 1.094 0.511  -0.45
C11 2.209 1.740 -0.314  0.69
O1 2.608 2.400 -1.255  -0.64
C12 0.736 1.641 0.048  -0.50
H8 0.410 0.600 0.006  0.23
H9 0.608 2.004 1.071  0.22
C13 -0.128 2.477 -0.897  -0.40
C14 -1.517 2.622 -0.374  -0.13
C15 -2.308 1.679 0.252  -0.07
N3 -3.473 2.284 0.569  -0.16
N4 -3.486 3.555 0.185  -0.27
C16 -2.317 3.777 -0.384  -0.05
H10 -2.080 4.745 -0.779  0.20
C17 -4.608 1.718 1.236  -0.40
H11 -5.152 1.037 0.577  0.20
H12 -5.266 2.536 1.521  0.23
H13 -4.294 1.172 2.126  0.20
H14 -2.125 0.650 0.488  0.22
H15 -0.140 2.004 -1.883  0.22
H16 0.319 3.465 -1.019  0.23
C18 4.498 1.145 0.235  -0.23
C19 4.992 -0.191 -0.319  -0.41
C20 4.595 -1.340 0.610  -0.40
H17 4.844 -2.297 0.151  0.22
H18 5.154 -1.257 1.544  0.21
H19 6.077 -0.162 -0.426  0.22
H20 4.570 -0.342 -1.314  0.20
H21 4.666 1.947 -0.485  0.25
H22 5.022 1.381 1.168  0.19
H23 1.676 0.133 1.735  0.22
H24 3.312 0.280 2.402  0.20
H25 0.713 -2.242 1.854  0.20
H26 -1.640 -2.782 1.682  0.21
C21 -3.520 -4.244 0.093  -0.60
H27 -3.386 -4.191 1.170  0.20
H28 -4.549 -4.537 -0.108  0.21
H29 -2.858 -5.013 -0.299  0.21
H30 -3.454 -2.981 -1.633  0.20

SMILES: CC(C)c1ccc(N[C@H]2CCCN(C(=O)CCc3cnn(C)c3)C2)cc1
Max |F| in eV/A: 0.8
E_tot in eV: -30272.72526
Relative energy (zero: lowest compared OMol25 entry of this formula, charge and spin) in kcal/mol: 24.2
Highest occupied orbital energy in eV: -7.880